Record 1
{"formula": "C29H20BeF4N5S", "method": "ωB97M-V/def2-TZVPD", "homo_energy_ev": [-11.0, -11.0], "charge": 1, "orbital_gap_ev": [5.0, 5.0], "species": ["S", "F", "F", "F", "F", "N", "N", "N", "N", "N", "C", "C", "C", "C", "C", "C", "C", "C", "C", "C", "C", "C", "C", "C", "C", "C", "C", "C", "C", "C", "C", "C", "C", "C", "C", "C", "C", "C", "C", "Be", "H", "H", "H", "H", "H", "H", "H", "H", "H", "H", "H", "H", "H", "H", "H", "H", "H", "H", "H", "H"], "positions_angstrom": [[-1.88413, 2.71270, 2.43042], [2.71927, 2.39723, -6.14179], [3.31025, 0.38958, -4.55265], [-0.64675, 3.80797, -3.08806], [-0.05197, 1.80213, -1.51127], [0.84883, -0.50911, 0.14114], [-0.94758, 0.40876, 1.83099], [1.91561, 4.83790, -7.73345], [3.85588, -1.78029, -2.42142], [-1.13497, 6.01945, -5.06196], [1.99004, -0.02519, -2.11487], [0.32115, 2.98723, -3.44851], [2.35565, 1.23542, -4.20274], [3.03098, -1.95098, 2.27229], [1.34447, -0.68778, 4.63012], [0.78268, -1.53864, 3.53002], [1.31297, -0.27017, -0.87816], [-2.59916, 1.87974, 1.08925], [3.02023, -0.99611, -2.34451], [-0.55629, -1.97396, 3.38200], [1.01470, 3.23261, -4.70472], [0.69439, -2.89778, 1.67521], [-3.64228, 2.28210, 0.25479], [-0.30905, 5.23962, -5.22785], [0.62732, 1.96101, -2.64550], [-1.72661, -1.58133, 4.22874], [1.39350, 4.54722, -6.75322], [-3.42049, 0.16494, -0.90549], [-1.97512, 0.64396, 0.91977], [-4.03859, 1.41401, -0.73876], [-1.86577, -3.42714, 1.66988], [2.05383, 2.26056, -5.01363], [0.71763, 4.27872, -5.51636], [-0.81280, 1.40511, 2.65418], [-2.38908, -0.23291, -0.08494], [1.67295, 1.00645, -2.94671], [1.55949, -2.13110, 2.47783], [1.08536, -3.67399, 0.45769], [-0.63118, -2.76128, 2.19953], [0.08163, -1.03302, 1.80574], [-2.00029, -4.40978, 2.12597], [1.43638, -4.66969, 0.73506], [-4.12910, 3.23855, 0.38648], [-1.51778, -0.69227, 4.82385], [3.29949, -1.98298, 1.21518], [-0.07138, 1.40893, 3.44101], [1.93261, -1.29554, 5.31986], [-1.91361, -1.19887, -0.20034], [-4.84949, 1.69616, -1.39635], [-1.99258, -2.38086, 4.92222], [0.24721, -3.80592, -0.22662], [-2.60971, -1.37103, 3.62236], [1.89740, -3.19239, -0.08969], [-1.81680, -3.57934, 0.59123], [0.55781, -0.21272, 5.21588], [2.00885, 0.09312, 4.25434], [3.59185, -2.74515, 2.76909], [-2.76190, -2.84433, 1.88484], [-3.76877, -0.49648, -1.68727], [3.38283, -1.00307, 2.67987]], "forces_ev_per_angstrom": [[0.04, 0.01, -0.02], [0.00, -0.01, 0.01], [0.00, 0.01, -0.01], [0.01, 0.00, 0.00], [-0.01, 0.03, -0.02], [-0.05, -0.07, -0.04], [0.01, 0.02, -0.06], [-0.05, -0.01, -0.03], [-0.07, -0.07, 0.00], [0.03, 0.03, 0.00], [-0.07, -0.26, 0.08], [-0.02, 0.05, -0.04], [0.03, -0.05, 0.04], [0.01, 0.00, -0.01], [0.00, 0.01, 0.02], [0.02, -0.02, -0.03], [0.09, 0.19, 0.04], [-0.03, -0.02, 0.00], [0.13, 0.15, -0.05], [-0.02, -0.01, 0.05], [0.02, -0.08, 0.06], [-0.07, 0.01, 0.00], [0.00, 0.00, 0.03], [-0.06, -0.07, 0.01], [0.01, -0.07, 0.06], [-0.01, 0.00, 0.00], [0.09, 0.01, 0.05], [-0.01, 0.00, 0.00], [0.05, -0.02, 0.00], [-0.01, 0.00, -0.01], [-0.01, -0.01, 0.01], [-0.02, 0.05, -0.06], [-0.03, 0.07, -0.07], [-0.06, 0.00, 0.03], [-0.01, 0.03, 0.01], [-0.04, 0.09, -0.07], [-0.03, 0.09, 0.00], [0.01, 0.00, -0.01], [0.00, -0.04, -0.01], [0.12, -0.05, 0.01], [0.00, 0.00, 0.01], [-0.01, 0.00, -0.01], [0.00, 0.00, 0.00], [0.00, -0.01, 0.01], [0.00, 0.00, 0.00], [0.00, 0.01, 0.00], [-0.01, 0.00, 0.01], [-0.01, 0.00, 0.00], [0.01, 0.00, 0.00], [0.00, 0.00, 0.00], [0.00, 0.01, 0.00], [0.00, -0.01, 0.00], [0.00, 0.00, 0.01], [0.01, 0.00, 0.00], [0.00, 0.00, 0.00], [0.00, -0.01, -0.01], [0.00, 0.00, 0.00], [0.00, 0.00, 0.00], [0.00, 0.00, 0.00], [-0.01, 0.00, 0.00]], "lowdin_charge": [1.1483, 0.1661, 0.1553, 0.1569, 0.1347, 0.3162, 0.0127, 0.2399, 0.2253, 0.2342, -0.0975, -0.1249, -0.1316, -0.0080, -0.0218, -0.2272, -0.0211, -0.4466, -0.1634, -0.2331, -0.0023, -0.2363, -0.0619, -0.1474, -0.1254, -0.0105, -0.1454, -0.0527, -0.2845, -0.0582, -0.0166, -0.1242, -0.0982, -0.3825, -0.0165, 0.0044, -0.2348, -0.0093, -0.2288, 0.1321, 0.0976, 0.0995, 0.1193, 0.0722, 0.0706, 0.0931, 0.0980, 0.1039, 0.1155, 0.0976, 0.0778, 0.0804, 0.0634, 0.0722, 0.0721, 0.0810, 0.0983, 0.0779, 0.1144, 0.0800]}

---

Record 2
{"formula": "C29H20Cl6LuP", "method": "ωB97M-V/def2-TZVPD", "homo_energy_ev": -8.1, "orbital_gap_ev": 8.0, "species": ["Lu", "Cl", "Cl", "Cl", "Cl", "Cl", "Cl", "P", "C", "C", "C", "C", "C", "C", "C", "C", "C", "C", "C", "C", "C", "C", "C", "C", "C", "C", "C", "C", "C", "C", "C", "C", "C", "C", "C", "C", "C", "H", "H", "H", "H", "H", "H", "H", "H", "H", "H", "H", "H", "H", "H", "H", "H", "H", "H", "H", "H"], "positions_angstrom": [[-1.09282, 3.35160, 0.73067], [3.08133, 7.34206, 1.40239], [3.42723, 3.03545, 4.70989], [-2.33761, 2.42880, 2.59343], [0.38711, 6.06344, 0.16539], [1.25853, 1.56003, 2.90851], [4.35559, 5.93091, 3.92154], [-0.12672, -1.43094, -0.38257], [2.61411, -2.27720, -3.27394], [1.16614, -4.15625, 2.42756], [1.71712, 3.19731, 2.61845], [2.20481, -3.43890, 3.02879], [-2.10590, -3.29595, -1.26359], [2.52303, 5.81638, 1.93129], [-0.98939, 2.16801, -1.35578], [0.61084, -1.91893, -1.95551], [1.91293, -1.93115, -4.43569], [-2.13798, 4.17817, -1.24584], [1.04306, 3.91425, 1.64801], [-2.27837, 1.92262, -0.77480], [-2.65751, -1.76641, 0.56096], [-4.34653, -3.24088, -0.35397], [0.47864, -3.61308, 1.34308], [-0.92116, 3.55140, -1.67475], [-2.98436, 3.16473, -0.71431], [3.15113, 5.14006, 3.01084], [1.41337, 5.20932, 1.31912], [1.97194, -2.27418, -2.04017], [0.55267, -1.60947, -4.36135], [2.57213, -2.18080, 2.53779], [-3.96452, -2.24369, 0.55219], [1.88678, -1.62222, 1.46307], [-3.41393, -3.77409, -1.25433], [-1.72835, -2.27456, -0.37555], [2.74464, 3.83190, 3.36497], [0.82687, -2.33694, 0.86786], [-0.09941, -1.59742, -3.13104], [-5.37337, -3.59870, -0.36573], [2.72566, -3.86057, 3.88569], [-2.69303, 0.94625, -0.53574], [-2.40580, 5.21570, -1.40905], [2.52070, -2.53340, -1.13570], [0.87910, -5.13863, 2.80428], [-1.38031, -3.71147, -1.96295], [-0.26756, 1.40174, -1.63644], [3.38812, -1.61723, 2.98912], [-3.70506, -4.55690, -1.95785], [-1.15275, -1.31718, -3.07499], [2.43010, -1.89804, -5.39549], [-4.00730, 3.29169, -0.38163], [-0.11876, 4.04027, -2.22678], [3.67037, -2.53536, -3.33090], [0.00010, -1.35172, -5.26409], [-2.34802, -0.99075, 1.26875], [-0.33284, -4.16594, 0.87071], [-4.68529, -1.81590, 1.25478], [2.14052, -0.62726, 1.09140]], "forces_ev_per_angstrom": [[1.63, 0.53, 3.11], [0.09, 0.32, 0.03], [0.29, -0.10, 0.23], [-0.16, 0.06, 0.14], [0.20, -0.03, 0.25], [0.06, -0.11, 0.14], [0.28, 0.12, 0.06], [0.00, 0.15, 0.23], [-0.20, 0.07, -0.34], [0.08, 0.14, -0.06], [0.96, 1.57, 0.16], [-0.09, 0.11, -0.19], [-0.08, 0.28, 0.36], [-0.41, -0.61, 0.23], [-0.94, 0.03, -0.91], [0.49, 0.21, -0.66], [-0.02, -0.01, 0.24], [-0.14, -0.67, -1.02], [-0.78, -0.15, -0.78], [-0.29, 0.17, -1.04], [0.09, -0.40, -0.66], [0.29, 0.07, -0.10], [0.34, 0.41, 0.02], [-0.44, -0.05, -0.59], [0.02, -0.52, -1.14], [-0.95, -0.51, -0.68], [1.02, -0.63, 1.19], [-0.57, 0.08, -0.15], [0.15, -0.11, 0.08], [0.04, -0.11, -0.05], [-0.06, -0.08, 0.09], [-0.42, -0.58, 0.02], [-0.20, 0.14, 0.27], [-0.61, -0.09, 0.19], [-0.73, 0.11, -0.78], [0.26, -0.07, 0.47], [0.55, -0.10, 0.07], [0.17, 0.06, 0.02], [-0.08, 0.09, -0.16], [0.24, 0.29, 0.22], [0.09, -0.11, 0.17], [-0.11, 0.10, -0.19], [0.13, 0.26, -0.05], [-0.17, 0.16, 0.15], [-0.11, 0.29, 0.34], [-0.18, -0.20, 0.01], [0.03, 0.23, 0.25], [0.27, -0.03, 0.00], [-0.16, -0.07, 0.26], [0.22, 0.01, 0.15], [-0.15, -0.12, 0.45], [-0.22, 0.04, -0.01], [0.15, -0.06, 0.17], [-0.14, -0.18, -0.26], [0.15, 0.15, 0.15], [0.17, -0.26, -0.26], [-0.07, -0.27, 0.15]], "lowdin_charge": [1.2679, 0.6895, 0.6934, -0.1551, 0.6648, 0.6746, 0.6974, 1.0789, -0.0860, -0.0814, -0.7344, -0.0832, -0.0992, -0.7137, -0.2210, -0.3869, -0.0902, -0.2520, -0.3325, -0.2390, -0.1133, -0.0841, -0.0732, -0.2363, -0.2338, -0.7045, -0.7033, -0.0837, -0.0879, -0.0873, -0.0845, -0.1436, -0.0810, -0.3977, -0.7070, -0.3863, -0.1209, 0.1001, 0.1015, 0.0962, 0.1080, 0.0984, 0.1042, 0.1062, 0.0891, 0.1052, 0.1049, 0.1060, 0.1009, 0.1127, 0.1097, 0.1032, 0.1029, 0.0985, 0.1035, 0.1072, 0.0780]}

---

In the order shown, the computed total energy values come out to -59947.8651; -148443.2677 eV.